{"formula": "C2H6N2S", "method": "ωB97M-V with the def2-TZVPD basis set", "total_energy_ev": -15980.323, "relative_energy_kcal_mol": 149.3, "homo_lumo_gap_ev": 8.9, "lumo_energy_ev": 0.58, "largest_force_ev_per_a": 6.95, "charge": 0, "symbols": ["C", "C", "H", "H", "H", "H", "H", "H", "N", "N", "S"], "positions_angstrom": [[1.3588, -0.6973, 0.0450], [-1.1430, -0.4294, -0.5028], [1.3974, -0.9135, 1.3073], [2.1233, 0.2786, -0.2602], [1.4108, -1.7415, -0.5833], [0.8039, 1.8975, 0.8998], [-1.2878, -1.5297, -1.1459], [-2.4234, 1.1737, 0.9864], [0.0657, 0.1454, -0.4924], [-2.3121, 0.0421, 0.0808], [0.0064, 1.7740, -0.3347]], "atomic_forces_ev_per_a": [[-0.07, 2.24, -0.61], [-6.58, -1.09, 1.94], [-0.53, 0.81, -3.82], [-1.34, -3.70, 0.95], [0.10, 2.93, 1.59], [-1.55, -0.06, -1.78], [0.47, 3.34, 2.04], [1.52, -3.91, -3.61], [2.80, -3.10, 0.93], [2.60, 0.27, 0.08], [2.57, 2.27, 2.28]]}

{"formula": "C4H5NO2", "method": "ωB97M-V with the def2-TZVPD basis set", "total_energy_ev": -9813.047, "relative_energy_kcal_mol": 29.2, "homo_lumo_gap_ev": 10.6, "lumo_energy_ev": 0.85, "largest_force_ev_per_a": 0.70, "charge": 0, "symbols": ["O", "C", "N", "C", "C", "O", "C", "H", "H", "H", "H", "H"], "positions_angstrom": [[-1.1120, -1.5570, -1.7178], [-0.5539, -0.8633, -0.8962], [-0.7918, -0.8399, 0.4546], [-0.2238, 0.2989, 1.1385], [0.7880, 0.8202, 0.1532], [1.7097, -0.0962, -0.3881], [0.5196, 0.1826, -1.1348], [-1.2955, -1.5889, 0.9021], [0.1118, 0.0622, 2.1499], [-0.8916, 1.1756, 1.2098], [1.0210, 1.8728, 0.2790], [0.6391, 0.6489, -2.1064]], "atomic_forces_ev_per_a": [[0.30, 0.12, 0.22], [-0.12, -0.06, -0.01], [-0.19, -0.06, -0.13], [-0.03, 0.25, 0.11], [-0.27, 0.35, 0.12], [0.08, 0.03, 0.16], [-0.12, 0.02, -0.24], [-0.07, 0.20, -0.05], [0.28, -0.07, -0.19], [-0.41, -0.53, 0.21], [0.55, -0.15, -0.30], [0.01, -0.10, 0.11]]}

{"formula": "C19H13Cl2O3RuSTe", "method": "ωB97M-V with the def2-TZVPD basis set", "total_energy_ev": -71803.953, "relative_energy_kcal_mol": 0.3, "homo_lumo_gap_ev": [5.0, 5.0], "lumo_energy_ev": [-6.35, -6.32], "largest_force_ev_per_a": 1.18, "charge": 1, "symbols": ["Ru", "Cl", "C", "C", "C", "C", "C", "Cl", "C", "S", "H", "H", "H", "Te", "C", "C", "C", "C", "C", "C", "H", "H", "H", "H", "H", "O", "C", "C", "C", "C", "C", "C", "C", "O", "O", "H", "H", "H", "H", "H"], "positions_angstrom": [[0.0035, 0.0053, 0.6202], [1.7201, -1.7266, 0.3192], [0.7519, -3.1850, 0.3849], [1.3831, -4.3838, 0.1203], [0.6276, -5.5444, 0.1603], [-0.7250, -5.4952, 0.4547], [-1.3348, -4.2775, 0.7077], [-3.0184, -4.2403, 1.0724], [-0.6012, -3.0875, 0.6736], [-1.4077, -1.5490, 1.0261], [2.4393, -4.4083, -0.1096], [1.0995, -6.4962, -0.0397], [-1.3186, -6.3978, 0.4867], [-0.4271, 1.6560, 2.5014], [-0.3558, 0.6501, 4.3187], [-0.2592, -0.7353, 4.4489], [-0.1845, -1.2927, 5.7126], [-0.2093, -0.4793, 6.8392], [-0.3039, 0.8997, 6.7094], [-0.3755, 1.4714, 5.4515], [-0.2303, -1.3690, 3.5747], [-0.1041, -2.3658, 5.8207], [-0.1505, -0.9238, 7.8234], [-0.3167, 1.5308, 7.5871], [-0.4412, 2.5479, 5.3521], [-1.8990, 4.3090, -1.6293], [-2.0867, 3.0660, -2.0731], [-3.2598, 2.7926, -2.7838], [-3.4963, 1.5247, -3.2630], [-2.5778, 0.4871, -3.0619], [-1.4269, 0.7454, -2.3599], [-1.1694, 2.0227, -1.8415], [0.0076, 2.2782, -1.0106], [0.3376, 3.3631, -0.5776], [0.7364, 1.1805, -0.6526], [-1.0307, 4.3575, -1.1849], [-3.9605, 3.6002, -2.9442], [-4.4068, 1.3310, -3.8148], [-2.7671, -0.4970, -3.4662], [-0.6819, -0.0285, -2.2306]], "atomic_forces_ev_per_a": [[0.36, 0.64, 0.90], [-0.16, 0.56, 0.01], [-0.09, -0.18, -0.07], [0.10, 0.12, 0.00], [-0.01, -0.01, 0.01], [-0.04, 0.01, 0.01], [-0.02, -0.06, -0.01], [0.00, -0.01, 0.00], [-0.06, 0.18, 0.00], [-0.14, -0.21, 0.03], [-0.01, 0.00, 0.00], [0.00, 0.00, 0.00], [0.00, 0.00, 0.00], [0.48, -0.79, -0.74], [-0.23, 0.04, 0.12], [-0.06, 0.06, -0.09], [0.03, 0.01, 0.08], [-0.01, -0.03, -0.02], [-0.02, -0.01, 0.01], [0.04, -0.03, -0.09], [-0.01, -0.01, -0.01], [0.01, -0.01, 0.00], [0.01, 0.00, 0.01], [-0.01, 0.00, 0.01], [0.02, 0.00, 0.01], [-0.05, 0.07, 0.01], [0.02, -0.10, -0.01], [0.04, 0.01, 0.02], [0.00, -0.01, 0.00], [0.00, 0.01, -0.01], [-0.08, -0.04, -0.12], [0.10, 0.00, 0.07], [-0.11, 0.09, 0.08], [0.00, -0.04, -0.03], [-0.09, -0.24, -0.15], [0.03, 0.00, 0.01], [0.00, 0.00, 0.00], [0.00, 0.00, 0.00], [0.00, 0.00, -0.01], [-0.03, -0.05, -0.03]]}

{"formula": "C3BrCl2F3", "method": "ωB97M-V with the def2-TZVPD basis set", "total_energy_ev": -106346.911, "relative_energy_kcal_mol": 59.8, "homo_lumo_gap_ev": [7.8, 8.3], "lumo_energy_ev": [-1.38, -1.32], "largest_force_ev_per_a": 2.35, "charge": 0, "symbols": ["C", "C", "C", "F", "F", "F", "Cl", "Cl", "Br"], "positions_angstrom": [[-0.1976, 0.2032, -0.4975], [1.2370, 0.6096, 0.3260], [-0.9307, -1.0602, -0.0533], [-1.0619, 1.2050, -0.2800], [0.0415, 0.1927, -1.8047], [0.8862, 0.8798, 1.6045], [-2.0722, -0.8135, 1.2223], [-0.2800, -2.6146, -0.0902], [2.8085, -0.5759, 0.2526]], "atomic_forces_ev_per_a": [[0.94, -0.16, 0.97], [-1.80, -1.49, 0.21], [0.13, 0.63, 1.07], [0.29, 0.64, 0.26], [0.67, -0.40, -0.46], [0.56, -0.13, -1.13], [0.30, -0.13, -0.41], [0.33, 0.10, -0.43], [-1.42, 0.94, -0.08]]}

{"formula": "C3H10N2O", "method": "ωB97M-V with the def2-TZVPD basis set", "total_energy_ev": -8298.088, "relative_energy_kcal_mol": 78.8, "homo_lumo_gap_ev": 9.8, "lumo_energy_ev": 0.72, "largest_force_ev_per_a": 2.18, "charge": 0, "symbols": ["C", "N", "N", "H", "H", "H", "H", "H", "H", "C", "C", "O", "H", "H", "H", "H"], "positions_angstrom": [[-1.6344, 0.7945, -0.3533], [-0.4706, 0.1871, 0.2945], [-0.6882, -1.0295, 0.9990], [0.1668, 1.1905, 0.9551], [-1.2364, -1.6602, 0.4194], [-1.2218, -0.8162, 1.8382], [-2.3754, 1.0540, 0.4083], [-2.0812, 0.0963, -1.0649], [-1.3268, 1.7049, -0.8660], [1.8014, -0.8133, -0.3402], [0.9364, 0.4306, -0.3719], [1.3184, 1.4196, 0.4866], [0.7234, 0.7508, -1.4081], [1.3766, -1.6177, -0.9440], [1.9329, -1.1547, 0.6841], [2.7788, -0.5369, -0.7367]], "atomic_forces_ev_per_a": [[-0.01, -0.58, -0.11], [0.08, 0.54, 0.39], [-0.10, 0.26, -0.45], [2.12, 0.11, -0.49], [-0.06, -0.06, 0.06], [0.09, -0.05, -0.17], [0.06, -0.07, -0.10], [-0.14, 0.08, -0.15], [0.05, -0.05, 0.01], [-0.04, 0.20, -0.09], [-1.05, -0.88, 0.47], [-1.11, 0.51, 0.58], [0.12, 0.02, 0.13], [0.06, -0.01, -0.02], [-0.06, 0.02, -0.01], [-0.01, -0.05, -0.06]]}

{"formula": "C32H68N6O17", "method": "ωB97M-V with the def2-TZVPD basis set", "total_energy_ev": -78032.337, "homo_lumo_gap_ev": 8.9, "lumo_energy_ev": 0.15, "largest_force_ev_per_a": 5.10, "charge": 0, "symbols": ["C", "O", "H", "H", "H", "H", "C", "O", "H", "H", "H", "H", "C", "C", "C", "O", "C", "O", "O", "H", "H", "H", "H", "H", "H", "C", "C", "C", "O", "C", "O", "O", "H", "H", "H", "H", "H", "H", "C", "C", "C", "O", "C", "O", "O", "H", "H", "H", "H", "H", "H", "C", "O", "N", "C", "C", "H", "H", "H", "H", "H", "H", "H", "C", "O", "N", "C", "C", "H", "H", "H", "H", "H", "H", "H", "C", "O", "N", "C", "C", "H", "H", "H", "H", "H", "H", "H", "C", "O", "N", "C", "C", "H", "H", "H", "H", "H", "H", "H", "C", "O", "N", "C", "C", "H", "H", "H", "H", "H", "H", "H", "C", "O", "N", "C", "C", "H", "H", "H", "H", "H", "H", "H"], "positions_angstrom": [[21.3336, 2.7865, -21.5138], [22.3703, 2.3062, -22.3075], [20.3524, 2.7890, -21.9886], [21.3080, 2.1849, -20.6052], [21.5229, 3.8152, -21.2073], [23.0164, 1.9662, -21.6842], [18.6014, 0.1679, -20.0216], [17.7659, 0.7976, -19.0554], [18.1217, -0.7343, -20.4010], [18.5333, 0.8720, -20.8508], [19.6500, 0.0749, -19.7388], [17.7307, 1.6928, -19.4003], [22.3837, -0.8248, -24.4650], [20.9671, -0.3305, -24.7564], [20.2058, -1.1530, -25.7237], [18.9165, -1.3281, -25.1720], [18.9375, -0.9469, -23.9115], [17.9898, -1.1498, -23.1062], [20.1910, -0.4202, -23.6268], [23.1580, -0.6107, -25.2016], [22.3784, -1.9124, -24.3919], [22.7928, -0.3336, -23.5821], [20.9982, 0.6649, -25.1996], [20.7222, -2.0701, -26.0075], [20.1606, -0.5416, -26.6249], [18.3808, -2.9257, -15.9837], [17.7793, -1.5333, -16.3865], [16.2565, -1.4104, -16.2609], [16.1257, -0.6832, -15.0484], [17.3311, -0.2714, -14.6204], [17.5189, 0.3158, -13.5376], [18.2246, -0.5129, -15.5480], [18.3374, -3.1317, -14.9143], [19.4295, -3.0035, -16.2705], [17.7568, -3.7209, -16.3916], [18.1301, -1.3292, -17.3980], [15.7402, -2.3669, -16.1791], [15.8270, -0.8348, -17.0808], [15.5763, -2.9242, -20.2936], [15.9697, -3.8938, -19.1903], [15.5746, -5.3624, -19.5144], [16.7430, -6.0170, -19.1150], [17.6962, -5.2040, -18.7248], [18.8125, -5.6015, -18.3941], [17.3755, -3.9726, -18.9717], [15.9734, -3.1994, -21.2707], [15.9381, -1.9222, -20.0630], [14.4993, -2.7565, -20.3060], [15.4958, -3.5595, -18.2674], [15.2863, -5.5095, -20.5552], [14.8512, -5.7056, -18.7748], [21.1881, 0.0625, -16.8708], [21.6086, -0.6016, -17.7891], [21.5504, -0.1989, -15.6048], [21.2064, 0.7351, -14.5373], [22.3250, -1.3758, -15.1860], [20.5089, 0.9268, -16.9328], [20.9198, 1.7121, -14.9263], [22.0677, 0.9842, -13.9174], [20.4873, 0.3431, -13.8180], [23.2109, -1.1370, -14.5976], [21.7323, -1.9787, -14.4980], [22.5568, -2.0208, -16.0336], [18.3205, 4.4863, -19.6691], [18.2520, 3.4396, -20.3956], [18.7079, 4.5064, -18.3477], [18.5240, 5.7305, -17.4962], [19.1383, 3.3705, -17.6232], [18.0868, 5.5201, -19.9669], [18.2451, 6.6647, -17.9835], [19.5388, 5.8441, -17.1149], [17.7926, 5.6754, -16.6899], [19.2486, 2.5150, -18.2896], [20.1473, 3.6173, -17.2927], [18.4609, 3.0041, -16.8518], [14.9139, 4.6083, -15.7422], [14.8156, 5.4048, -14.8280], [15.3731, 3.3691, -15.5748], [15.5914, 2.4003, -16.6530], [15.6676, 2.8772, -14.2133], [14.7658, 4.7856, -16.8187], [14.9168, 2.5244, -17.5002], [15.3265, 1.4475, -16.1947], [16.6429, 2.3288, -16.9310], [16.7220, 2.6011, -14.2217], [15.5504, 3.6738, -13.4787], [15.0304, 2.0556, -13.8860], [13.3749, 0.3245, -19.5388], [12.7743, -0.7322, -19.6434], [14.1359, 0.9099, -20.4503], [14.5644, 2.3270, -20.2319], [14.6190, 0.1640, -21.6226], [13.3069, 0.9552, -18.6389], [14.2037, 2.7086, -19.2767], [14.2389, 2.8898, -21.1068], [15.6425, 2.4727, -20.2988], [14.3622, 0.6048, -22.5858], [15.6958, 0.0384, -21.7358], [14.2574, -0.8632, -21.6680], [14.2885, 2.9898, -24.2535], [13.1243, 2.8934, -24.8037], [15.3811, 2.1917, -24.5091], [15.1066, 0.8634, -25.1436], [16.6664, 2.3734, -23.8097], [14.5826, 3.8129, -23.5840], [14.1546, 0.7961, -25.6700], [15.0500, 0.0908, -24.3768], [15.8760, 0.6814, -25.8939], [16.9481, 3.4049, -23.5982], [16.5468, 1.8648, -22.8530], [17.5045, 1.8826, -24.3045], [21.9807, -5.1353, -19.0531], [22.3797, -6.2691, -19.1678], [21.6489, -4.3222, -20.1018], [20.9395, -3.0728, -20.0048], [22.0673, -4.7778, -21.4883], [21.6902, -4.6359, -18.1159], [21.5807, -2.2032, -20.1487], [20.4201, -3.0086, -19.0486], [20.1167, -2.9377, -20.7069], [22.9125, -5.4619, -21.5636], [21.2916, -5.3206, -22.0285], [22.2297, -3.8431, -22.0251]], "atomic_forces_ev_per_a": [[-0.52, 0.48, 1.16], [0.58, -0.43, -0.84], [0.21, -0.37, -0.27], [-0.56, 0.00, 0.17], [0.03, 0.29, 0.06], [0.23, -0.05, -0.29], [-0.70, 0.80, -1.23], [-0.02, -0.33, 0.78], [0.39, -0.32, 0.36], [0.65, -0.33, -0.59], [-0.09, -0.36, 0.33], [-0.26, 0.48, 0.27], [0.25, 0.01, 0.04], [2.03, 0.20, -0.98], [0.59, 0.06, -2.42], [-0.27, -0.34, -0.61], [-1.87, -0.85, 3.41], [3.84, 1.32, -2.86], [-2.69, 0.02, 2.46], [-0.51, 0.27, -0.60], [-0.02, -0.02, 0.50], [-0.37, -0.26, 0.30], [0.01, 0.52, 0.81], [-0.52, -0.45, 0.37], [-0.58, -0.43, -0.30], [-0.72, 0.74, 0.40], [0.23, -2.32, -1.16], [0.37, -0.12, -0.38], [-0.58, -0.07, 0.86], [-0.57, 2.20, 3.52], [-0.39, -1.84, -3.43], [1.87, 0.64, 0.46], [-0.06, 0.47, 0.28], [-0.20, -0.11, -0.29], [0.37, 0.05, -0.50], [-0.16, 0.24, 0.04], [0.06, 0.06, 0.13], [-0.04, 0.08, 0.00], [0.50, 0.61, 0.48], [-1.52, 0.37, -1.06], [-0.13, 1.33, 1.61], [-0.02, -2.43, -0.21], [4.36, -2.39, -0.46], [-2.44, 1.15, -0.06], [-0.46, 2.41, 0.13], [-0.12, -0.14, 0.01], [0.37, 0.04, 0.05], [-0.15, -0.52, -0.12], [0.07, -0.08, 0.17], [0.23, -0.29, 0.11], [-0.67, 0.06, -0.69], [0.79, -0.52, 0.77], [-0.42, -0.11, -1.34], [0.24, 0.45, 1.74], [0.37, 0.09, 0.37], [-0.63, -0.18, -0.15], [0.01, 0.00, -0.28], [-0.49, -0.25, -0.20], [0.47, -0.26, -0.17], [-0.43, -0.02, -0.34], [0.19, 0.42, -0.42], [-0.37, 0.00, 0.02], [0.13, 0.38, -0.04], [0.16, -2.50, 0.43], [0.15, 3.00, 1.95], [-2.45, 1.76, -1.30], [1.13, -0.36, -0.51], [1.00, -1.28, -0.53], [-0.11, -0.37, -0.59], [0.19, -0.38, -0.82], [-0.23, 0.54, 0.62], [0.08, -0.84, 0.05], [0.02, 0.17, -0.19], [-0.03, -0.30, 0.77], [0.16, 0.56, 0.33], [0.77, 0.06, 0.20], [-0.52, 0.49, -0.57], [-0.09, -1.36, 0.62], [-0.45, -0.20, 1.14], [0.52, 0.67, -0.30], [-0.41, 0.59, -0.07], [0.32, 0.36, 0.11], [0.02, -0.24, -0.27], [-0.12, 0.10, -0.32], [-0.10, -0.40, 0.32], [-0.06, 0.11, -0.36], [0.09, -0.19, -0.42], [-1.12, -0.46, 0.66], [0.53, -0.04, 0.11], [1.87, 0.84, -0.98], [0.30, -1.09, -1.27], [0.00, -0.09, -0.70], [-0.27, -0.05, 0.21], [-0.24, -0.04, -0.46], [-0.66, 0.33, 0.30], [0.28, -0.52, 0.43], [-0.62, 0.44, 0.29], [0.39, 0.40, 0.87], [-0.48, 0.29, 0.48], [-2.32, -0.37, -2.46], [4.48, 0.08, 2.42], [-1.60, -0.35, -0.75], [0.40, 0.69, 0.00], [-0.79, -0.70, 0.74], [-0.42, 0.12, -0.02], [-0.02, 0.78, 0.20], [0.53, -0.14, -0.08], [0.16, -0.29, 0.29], [-0.39, 0.07, -0.32], [0.46, 0.03, 0.27], [-0.30, 0.06, -0.40], [-1.65, 0.77, -0.56], [0.64, -0.02, 0.17], [1.16, -1.60, -1.95], [-0.28, 0.39, 0.44], [-0.91, 0.81, 0.71], [0.28, -0.25, 0.35], [0.18, 0.04, 0.23], [0.40, 0.05, 0.25], [0.04, -0.61, -0.46], [0.24, 0.46, 0.77], [-0.52, 0.10, 0.28], [0.34, -0.14, -0.24]]}